ORCA calculation (ωB97M-V/def2-TZVPD) on a cluster of 2 separate species, C11H14ClNO2 in total at a distorted geometry.

Its spin multiplicity is 1. The molar mass comes out at 227.69 g mol⁻¹. The HOMO-LUMO gap (alpha / beta) is 7.702 / 5.899 eV. Its electronic energy is -29737.393 eV. Its energy above the lowest of the compared OMol25 structures with the same formula, charge and spin is 2.963 eV. The value obtained for the HOMO energy (alpha / beta) is -0.271 / -0.243 Ha.

Geometry as XYZ:
```
29
Properties=species:S:1:pos:R:3:nbo_charge:R:1
C -1.099 2.479 -1.671 -0.2125
C -2.186 1.725 -1.230 -0.2086
C 0.049 2.470 -0.824 -0.2154
C -2.171 0.985 -0.036 -0.1641
C 0.024 1.884 0.454 -0.2157
C -1.143 1.180 0.902 -0.1424
C -0.804 -2.311 0.057 0.6455
C 2.075 -1.536 0.983 -0.4125
C 2.070 -0.342 -1.199 -0.4109
C -1.193 0.464 2.100 -0.1499
C 0.132 -1.488 -0.584 -0.0970
N 1.366 -1.119 -0.270 -0.3297
O -1.936 -2.462 -0.390 -0.6200
O -0.306 -2.766 1.259 -0.7249
Cl 0.012 0.636 3.273 0.0238
H -0.922 3.065 -2.541 0.2157
H -2.954 1.648 -1.889 0.2062
H 0.802 3.007 -1.337 0.2104
H -3.090 0.364 0.166 0.2310
H 0.861 1.857 1.245 0.2271
H 2.564 -2.396 0.637 0.2097
H 2.634 -0.707 1.212 0.1954
H 1.417 -1.520 1.866 0.2471
H 1.464 0.119 -1.922 0.2172
H 2.576 0.551 -0.644 0.2109
H 2.694 -1.008 -1.950 0.1910
H -1.956 -0.128 2.262 0.1923
H -0.178 -1.148 -1.466 0.1916
H -0.802 -3.505 1.536 0.4886
```

***

ORCA calculation (ωB97M-V/def2-TZVPD) on a structure of composition C11H14CuN4OSe4 at a distorted geometry.

Its spin multiplicity is 1. The molar mass comes out at 597.65 g mol⁻¹. The HOMO-LUMO gap is 6.336 eV. Its electronic energy is -325671.292 eV. As for the total charge: -1. Its energy above the lowest of the compared OMol25 structures with the same formula, charge and spin is 0.000 eV. The value obtained for the HOMO energy is -0.140 Ha.

Geometry as XYZ:
```
35
Properties=species:S:1:pos:R:3:nbo_charge:R:1
Cu -1.830 2.191 1.605 0.6527
Se -1.746 2.371 -0.892 -0.7390
Se -3.756 1.296 -1.169 -0.1114
Se -3.610 -0.003 0.750 -0.1606
Se -3.935 1.587 2.364 -0.6225
C 3.174 1.029 0.357 -0.6447
C 2.161 1.545 1.256 0.1648
C 2.373 2.172 2.457 -0.3557
C 1.100 2.632 2.885 0.1723
N 0.200 2.268 1.993 -0.3572
N 0.790 1.576 1.021 -0.3479
C 0.640 3.538 4.021 -0.6350
H 3.896 1.782 0.005 0.2244
H 2.681 0.594 -0.498 0.2298
H 3.709 0.270 0.902 0.2260
H 3.370 2.243 2.907 0.2176
H 0.230 1.252 0.272 0.4410
H 0.987 4.471 3.714 0.2178
H 1.103 3.244 4.960 0.2098
H -0.458 3.406 4.097 0.2448
N -3.259 -2.746 -1.788 -0.8130
C -2.288 -3.457 -2.487 0.6613
O -2.556 -4.427 -3.151 -0.6117
C -0.911 -2.884 -2.318 -0.0954
C 0.167 -3.683 -2.675 -0.2312
C 1.441 -3.167 -2.516 0.0299
N 1.723 -1.957 -2.092 -0.4193
C 0.665 -1.242 -1.696 0.0374
C -0.648 -1.628 -1.789 -0.2332
H -4.150 -3.018 -2.026 0.3873
H -3.136 -1.794 -1.450 0.4130
H 0.024 -4.631 -3.154 0.2350
H 2.302 -3.747 -2.889 0.1792
H 0.916 -0.214 -1.397 0.1850
H -1.371 -0.868 -1.580 0.2487
```

***

ORCA calculation (ωB97M-V/def2-TZVPD) on a cluster of 2 separate species, C11H14F3N in total at a distorted geometry.

Its spin multiplicity is 1. The molar mass comes out at 217.23 g mol⁻¹. The HOMO-LUMO gap is 8.756 eV. Its electronic energy is -21273.149 eV. Its energy above the lowest of the compared OMol25 structures with the same formula, charge and spin is 2.589 eV. The value obtained for the HOMO energy is -0.300 Ha.

Geometry as XYZ:
```
29
Properties=species:S:1:pos:R:3:nbo_charge:R:1
C -3.753 1.521 -0.205 -0.2352
C -3.031 1.070 -1.305 -0.2063
C -3.211 1.786 0.998 -0.2031
C -1.639 0.963 -1.117 -0.3034
C -1.855 1.492 1.269 -0.2918
C -1.106 1.062 0.149 0.0220
C 2.939 -0.663 -1.121 -0.6245
C 0.791 -1.696 -0.417 -0.6189
C 1.471 -0.368 -0.722 -0.3038
C 1.247 0.626 0.367 0.2282
C 1.573 2.022 0.003 0.9199
N 1.584 0.422 1.694 -0.8252
F 1.104 2.945 0.875 -0.3276
F 1.066 2.295 -1.261 -0.3423
F 2.871 2.305 -0.062 -0.3209
H -4.822 1.901 -0.279 0.2143
H -3.421 1.207 -2.315 0.2196
H -3.810 2.208 1.888 0.2124
H -0.901 0.856 -1.850 0.2140
H -1.487 1.715 2.208 0.2049
H 2.826 -1.581 -1.752 0.2259
H 3.502 -0.530 -0.212 0.2247
H 3.472 0.090 -1.655 0.2218
H 0.127 -1.492 0.433 0.2175
H 0.102 -2.090 -1.147 0.2330
H 1.553 -2.444 -0.162 0.2084
H 0.972 0.087 -1.619 0.2392
H 1.463 -0.673 1.977 0.3913
H 1.041 1.029 2.359 0.4057
```